{"formula": "C4H6N2O2", "method": "wB97M-V/def2-TZVPD", "species": ["C", "H", "N", "H", "C", "H", "O", "N", "C", "H", "H", "H", "C", "O"], "coordinates": [[1.36767, -0.63172, 1.16377], [1.68844, 0.01763, 1.99063], [-1.06264, -0.43990, -1.72851], [0.62531, -2.61695, -0.12315], [0.35026, -0.19169, 0.37116], [1.84879, -1.62317, 1.15347], [-0.72853, 1.90051, -0.23496], [0.05801, -2.28971, -0.91524], [-0.26336, -0.91949, -0.77824], [-1.00370, -1.07768, -2.49211], [-0.94391, 1.25580, -0.93332], [-0.68555, -2.98862, -1.11039], [-0.03480, 1.25406, 0.64222], [0.35159, 1.73364, 1.68842]], "forces_ev_per_angstrom": [[-1.046, -0.292, -0.226], [-0.115, -0.144, -0.705], [2.361, 1.326, 3.312], [-0.405, -0.025, -0.739], [0.840, -0.080, 0.132], [-0.450, 0.509, -0.354], [-0.577, 0.363, -0.716], [0.668, -0.326, 1.596], [-1.605, -1.845, -2.589], [-0.592, -0.638, -0.592], [-0.497, -0.046, -0.901], [0.626, 1.315, 0.030], [1.304, -0.520, 2.438], [-0.512, 0.401, -0.686]], "nbo_charge": [-0.25, 0.25, -0.74, 0.38, -0.24, 0.19, -0.64, -0.83, 0.44, 0.36, 0.52, 0.40, 0.77, -0.60], "e_homo_ev": -9.98, "orbital_gap_ev": 9.5, "de_lowest_kcal_mol": 29.0, "smiles": "[H]/N=C(\\N)C(=C)C(=O)O", "e_lumo_ev": -0.488}